Density functional theory data (the ωB97M-V functional and the def2-TZVPD basis) for a molecular structure, C40H46ClIN8OTm at a distorted geometry.

Geometry as XYZ:
```
98
Properties=species:S:1:pos:R:3:forces:R:3:lowdin_charge:R:1
Tm -0.198569 0.239765 1.069768 0.3 -0.1 -0.7 1.426
C 2.037688 -1.983292 -0.093523 0.4 -0.1 0.4 -0.132
C 2.928323 -1.189889 0.877920 0.0 -0.1 0.0 -0.092
C 2.502608 -1.325201 2.315573 0.3 -0.1 -0.2 -0.258
C 3.333375 -1.996088 3.206061 -0.2 0.1 0.0 0.027
C 2.924246 -2.217322 4.509299 -0.2 0.2 -0.2 0.015
C 1.675880 -1.739404 4.883933 0.0 0.1 -0.1 -0.011
C 0.921183 -1.045732 3.957858 -0.2 0.0 0.3 -0.136
N 1.303912 -0.825705 2.684427 -0.1 0.1 0.0 -0.023
N 0.927269 -1.196910 -0.694402 -0.3 0.3 0.1 -0.244
C 1.451256 -0.369545 -1.806897 0.1 0.3 -0.3 -0.108
C 2.060333 0.950728 -1.383520 0.2 0.0 -0.1 -0.265
C 3.009365 1.543971 -2.208973 -0.2 0.0 0.2 0.021
C 3.595779 2.740497 -1.829585 -0.2 -0.1 0.2 0.016
C 3.213003 3.295613 -0.616715 -0.1 -0.1 0.0 -0.005
C 2.247408 2.656389 0.139410 0.0 0.2 0.2 -0.108
N 1.654282 1.506170 -0.227444 -0.3 -0.5 -0.1 -0.012
C -0.058266 -2.165216 -1.226594 -0.4 -0.2 -0.1 -0.119
C -0.902397 -2.808735 -0.142309 0.0 0.0 -0.1 -0.258
C -1.464481 -4.062682 -0.352155 0.0 0.2 0.1 0.024
C -2.313436 -4.602566 0.601808 0.1 0.3 0.0 0.009
C -2.546748 -3.877211 1.760868 0.1 0.1 -0.1 -0.007
C -1.931468 -2.649548 1.904691 0.0 0.0 0.2 -0.133
N -1.138679 -2.093434 0.972929 0.2 0.2 -0.1 -0.008
H 1.605618 -2.835470 0.439234 0.0 0.1 -0.1 0.139
H 2.671104 -2.384293 -0.895640 -0.2 0.0 0.0 0.145
H 2.961043 -0.138491 0.595021 0.2 -0.1 0.1 0.100
H 3.942943 -1.575430 0.794272 0.0 0.1 0.0 0.135
H 4.292942 -2.353486 2.870743 0.1 0.0 -0.1 0.133
H 3.550773 -2.749238 5.209903 0.0 0.0 0.0 0.136
H 1.295014 -1.896076 5.879711 -0.1 0.0 0.1 0.127
H -0.051011 -0.655397 4.249832 0.2 -0.1 0.0 0.043
H 0.638769 -0.140585 -2.510595 0.0 -0.2 0.2 0.143
H 2.213769 -0.925176 -2.373368 -0.3 0.0 0.1 0.148
H 3.287218 1.069793 -3.137480 0.0 -0.1 -0.1 0.134
H 4.342066 3.211494 -2.451630 0.0 0.1 0.0 0.136
H 3.654847 4.211057 -0.259374 0.0 0.1 0.1 0.122
H 1.943563 3.083172 1.089076 0.0 0.1 -0.1 0.096
H 0.445312 -2.950014 -1.811461 -0.1 0.2 0.1 0.154
H -0.743113 -1.641396 -1.908129 0.2 0.0 0.0 0.134
H -1.248974 -4.610237 -1.255673 0.1 0.0 -0.1 0.134
H -2.776143 -5.563687 0.444305 0.0 -0.1 0.0 0.134
H -3.187104 -4.252151 2.542377 0.0 0.0 0.1 0.128
H -2.074435 -2.090415 2.821377 0.0 0.0 -0.1 0.055
I -2.450264 0.772973 3.337891 -0.4 -0.1 -0.5 1.134
C -3.528644 0.567863 1.486220 0.6 0.0 0.3 -0.664
C -4.906394 0.616151 1.486563 0.1 0.1 0.0 -0.074
C -5.543460 0.529313 0.253878 0.3 -0.1 -0.1 0.009
C -4.768129 0.360732 -0.885425 0.0 0.0 0.2 -0.004
C -3.392370 0.293027 -0.760885 0.1 0.0 -0.1 -0.104
N -2.750109 0.400321 0.414806 0.0 0.1 0.4 -0.088
H -5.464384 0.726672 2.403057 0.0 0.0 0.1 0.119
H -6.620893 0.580603 0.185247 0.0 0.0 0.0 0.138
H -5.227134 0.266555 -1.855633 0.0 0.0 -0.1 0.130
H -2.766085 0.146461 -1.632371 0.0 0.0 0.0 0.118
C 0.883448 8.678236 2.965509 0.2 -0.2 -0.1 -0.021
C 1.622264 7.351301 3.157647 0.0 -0.1 0.1 -0.511
C 1.284970 6.825445 4.565275 0.0 0.0 -0.1 -0.036
C 3.129308 7.650772 3.119776 -0.3 0.0 -0.1 -0.025
C 1.246540 6.262553 2.094319 -0.2 0.4 -0.3 -0.404
O 1.859868 5.016990 2.459557 0.2 -0.2 0.1 -0.044
C 1.683785 6.529097 0.634362 -0.3 0.1 0.3 -0.104
C 0.865423 7.493717 -0.227030 0.3 -0.1 0.0 -0.134
C 1.452728 7.478883 -1.609488 0.0 0.1 -0.1 -0.238
C 2.258718 8.515639 -2.060016 -0.2 -0.2 0.0 -0.021
C 2.809320 8.487454 -3.327377 0.0 -0.2 -0.3 -0.080
C 2.558077 7.401008 -4.158409 -0.1 0.0 0.3 -0.672
Cl 3.209240 7.366929 -5.754162 0.1 0.0 -0.1 0.704
C 1.765397 6.345355 -3.715717 0.2 0.2 -0.2 -0.108
C 1.219104 6.393304 -2.449123 0.1 0.2 0.1 -0.055
C -0.279458 5.975996 2.147279 0.8 0.9 0.4 -0.026
N -0.563997 4.743021 1.478199 -0.2 -1.3 0.4 -0.069
C -0.481981 3.517945 1.981873 -0.1 -0.2 -0.1 -0.156
N -0.704829 2.614454 1.016197 0.1 -0.1 0.5 -0.098
C -0.914611 3.398799 -0.082055 0.0 0.0 0.2 -0.183
N -0.833249 4.671320 0.181318 -0.3 0.3 -1.1 0.172
H 1.088337 9.304647 3.831111 -0.1 0.1 0.0 0.103
H -0.193009 8.553307 2.896143 -0.2 0.0 0.0 0.089
H 1.236694 9.213421 2.090628 0.0 0.1 -0.1 0.082
H 1.813315 7.422348 5.302915 0.0 0.1 0.1 0.099
H 1.587876 5.788344 4.697239 0.0 0.0 0.1 0.085
H 0.223375 6.913355 4.784093 -0.1 0.0 0.1 0.084
H 3.337988 8.435656 3.841138 0.1 0.0 0.1 0.102
H 3.452223 8.016528 2.149295 0.1 0.0 -0.1 0.086
H 3.736755 6.790280 3.399531 0.2 -0.1 0.0 0.090
H 2.766291 5.229206 2.712609 0.0 -0.1 0.1 0.099
H 1.653860 5.559365 0.126346 0.1 0.1 0.1 0.085
H 2.721535 6.865065 0.621864 0.1 -0.1 0.0 0.124
H 0.898124 8.501961 0.175067 -0.1 0.1 0.0 0.107
H -0.169329 7.162067 -0.293529 -0.1 0.1 0.1 0.104
H 2.441902 9.365384 -1.421084 0.0 0.2 0.1 0.121
H 3.410753 9.311037 -3.678745 0.1 0.0 -0.1 0.115
H 1.562746 5.515584 -4.375891 0.0 0.0 -0.1 0.101
H 0.577266 5.591308 -2.110570 -0.1 -0.1 0.0 0.095
H -0.828632 6.769029 1.648146 -0.1 -0.1 0.1 0.138
H -0.599351 5.897624 3.185868 -0.1 -0.1 -0.2 0.137
H -0.258367 3.305788 3.011610 0.0 0.1 0.1 0.135
H -1.136582 3.015237 -1.061413 0.0 0.0 -0.1 0.126
```
Forces are in eV/Å.

Output
LUMO energy (alpha / beta) (eV): -7.96 / -8.09
Spin multiplicity: 3
Total charge: +3
Frontier orbital gap (alpha / beta) (eV): 5.847 / 5.709